Entry from OMol25: a 2-piece molecular cluster, CH3BrO2S overall at a distorted geometry (wB97M-V/def2-TZVPD).

Each atom is followed by the atoms it is bonded to, with distances in Å.
Geometry (Å):
1 C 0.81613 -0.61241 0.03309  S4 1.892, H6 1.045, H7 1.112, H8 1.008
2 O -0.75681 0.55192 -1.73627  S4 1.431
3 O -0.32978 2.84822 1.17111  no bonds
4 S -0.69178 0.47747 -0.30876  C1 1.892, O2 1.431, Br5 2.190
5 Br -2.08822 -1.07483 0.35120  S4 2.190
6 H 1.54441 0.11780 0.20308  C1 1.045
7 H 0.71887 -1.06923 1.04210  C1 1.112
8 H 0.78718 -1.23895 -0.75555  C1 1.008

## Properties
Charge: 0
Spin multiplicity: 1
Energy: -3162.30891 hartree
Gap between HOMO and LUMO (alpha / beta): 6.716 / 6.760 eV
Energy relative to the best compared isomer or geometry (same formula, charge and spin): 6.860 eV
Maximum force: 5.2 eV/A

Entry from OMol25: a 2-piece molecular cluster, C4H12N2O2 overall at a distorted geometry (wB97M-V/def2-TZVPD).

Each atom is followed by the atoms it is bonded to, with distances in Å.
Geometry (Å):
1 C 1.32069 -0.82430 -1.70133  C2 1.475, H8 1.020, H9 1.085, H10 1.124
2 C 1.13129 0.45643 -0.99377  C1 1.475, N3 1.412, O7 1.242
3 N -0.10157 1.01722 -0.59422  C2 1.412, C4 1.398, H11 1.061
4 C -1.24161 0.23698 -0.80896  N3 1.398, C5 1.572, H12 1.272, H13 1.089
5 C -1.56914 -0.79906 0.32698  C4 1.572, N6 1.623, H14 1.096, H15 1.118
6 N -2.15194 -0.01696 1.62471  C5 1.623, H16 0.866, H17 1.006
7 O 2.16578 1.06564 -0.67620  C2 1.242
8 H 0.44496 -1.32031 -1.87012  C1 1.020
9 H 1.85498 -0.66099 -2.63157  C1 1.085
10 H 1.84083 -1.55120 -1.02055  C1 1.124
11 H 0.17303 1.96025 -0.19374  N3 1.061
12 H -2.26038 0.95186 -1.07377  C4 1.272
13 H -1.21833 -0.11626 -1.83896  C4 1.089
14 H -2.09555 -1.71099 0.02258  C5 1.096
15 H -0.61403 -1.34576 0.52241  C5 1.118
16 H -1.93264 0.77111 1.34034  N6 0.866
17 H -3.14246 0.13250 1.52954  N6 1.006
18 H 0.53911 0.12728 2.26478  O20 0.927
19 H 1.13713 -1.00558 2.99174  O20 0.960
20 O 0.73429 -0.77240 2.15200  H18 0.927, H19 0.960

## Properties
SMILES string: CC(=O)NCCN.O
Charge: 0
Spin multiplicity: 1
Energy: -419.50158 hartree
Gap between HOMO and LUMO: 10.192 eV
Energy relative to the best compared isomer or geometry (same formula, charge and spin): 3.997 eV
Maximum force: 11.0 eV/A